Entry 1:
This record from OMol25 describes C27H28Cl2F4N8O7RuS2Sb as an isolated structure. The level of theory is ωB97M-V/def2-TZVPD.

```
80
Properties=species:S:1:pos:R:3
Ru 0.4391 0.0715 0.9961
C -1.5164 3.0397 5.2756
C -0.6015 4.0524 4.5997
C 0.1694 3.4521 3.4661
N 0.0296 2.2441 3.0656
N 0.8438 1.9317 2.0097
C 1.6061 2.9190 1.6055
N 2.5160 2.8194 0.6218
S 1.3601 4.3490 2.5498
H -2.0816 3.5253 6.0703
H -0.9429 2.2197 5.7059
H -2.2165 2.6071 4.5622
H 0.1072 4.4739 5.3178
H -1.1810 4.8964 4.2144
H 2.4435 2.0309 -0.0286
H 2.9394 3.6620 0.2768
F -3.3035 -3.0335 -2.1250
C -2.0279 -3.1431 -2.4882
C -1.6944 -2.8835 -3.7955
F -2.6683 -2.5488 -4.6325
C -0.3583 -2.8984 -4.2312
C 0.5938 -3.2552 -3.2609
C 0.2493 -3.5051 -1.9520
F 1.2148 -3.7659 -1.0778
C -1.0676 -3.4275 -1.5245
C -1.4310 -3.4835 -0.0948
C -0.9323 -2.4885 0.7564
N -0.0816 -1.5907 0.3411
C -2.3686 -4.4400 0.3481
N -3.1213 -5.2452 0.6909
F 1.8719 -3.3282 -3.5951
C 0.0232 -2.4866 -5.5482
C -0.9100 -2.1571 -6.5597
N -1.6164 -1.8880 -7.4312
C 1.3714 -2.2813 -5.9260
N 2.4489 -2.0920 -6.2923
C 4.6513 -0.0025 1.3520
Sb 2.7886 -0.8011 1.9807
C 2.9377 -0.2291 4.0186
C 3.1006 -2.8966 2.0667
H 5.4460 -0.6921 1.6371
H 4.7833 0.9413 1.8817
H 4.6696 0.1712 0.2817
H 3.9074 -0.5432 4.4059
H 2.1336 -0.6808 4.5920
H 2.8590 0.8561 4.0852
H 3.2163 -3.1834 3.1105
H 3.9962 -3.1601 1.5073
H 2.2437 -3.4130 1.6403
Cl 4.5100 0.8852 -2.4675
C 3.3453 -0.4515 -2.5035
Cl 3.9745 -1.8668 -1.6266
C 2.0012 -0.0354 -1.8582
O 0.9827 -0.2839 -2.4928
O 2.1124 0.4615 -0.6852
H 3.2088 -0.7483 -3.5358
O 0.1209 -1.0330 3.2271
S -1.3039 -1.1618 2.9332
O -2.1681 -1.3976 4.0280
O -1.6729 -0.1024 1.9760
O -1.4032 -2.5383 2.0472
O -0.4786 1.5551 -0.4195
C -1.1651 1.4460 -1.4375
C -1.9010 0.2135 -1.8234
C -3.2439 0.3159 -1.0569
C -3.9865 1.6641 -1.1326
C -3.3050 2.8467 -0.4144
C -2.2359 3.5567 -1.2631
N -1.5278 2.5804 -2.1142
H -1.3408 -0.6706 -1.5401
H -2.0661 0.2011 -2.9041
H -3.0485 0.0912 -0.0053
H -3.8977 -0.4725 -1.4324
H -4.9633 1.5074 -0.6721
H -4.1971 1.9279 -2.1769
H -2.8545 2.4781 0.5118
H -4.0564 3.5828 -0.1208
H -1.5188 4.0878 -0.6397
H -2.6894 4.2836 -1.9365
H -2.0711 2.3581 -2.9339
```

Properties
E_HOMO (spin up / spin down) = -8.33 / -8.96 eV
ΔE to the lowest compared entry with this formula, charge and spin = 0.0 kcal per mole
Strongest force on any atom = 0.5 eV Å⁻¹
HOMO-LUMO gap (spin up / spin down) = 7.99 / 5.97 eV
Multiplicity = 6
Lowest unoccupied orbital energy (spin up / spin down) = -0.33 / -2.99 eV

Mulliken population analysis, charges in e, atoms 1 to 8:
1. Ru 0.6900
2. C -1.1791
3. C -0.3110
4. C 0.1473
5. N -0.6515
6. N 0.8814
7. C 0.1545
8. N -0.2728


Entry 2:
This record from OMol25 describes C27H28F12N7O2PtS as an isolated structure in a non-equilibrium geometry. The level of theory is ωB97M-V/def2-TZVPD.

```
78
Properties=species:S:1:pos:R:3
Pt 0.6499 0.9843 0.7234
C -5.8746 -0.2158 -1.3166
C -4.4481 -0.3340 -0.8334
C -4.0965 -1.1494 0.2407
C -2.7840 -1.2414 0.6577
C -1.7359 -0.5403 0.0171
N -0.4514 -0.6723 0.4899
C -0.0321 -1.8743 1.0472
C -0.2537 -3.0660 0.3318
C 0.2303 -4.2812 0.7679
C 0.9999 -4.3611 1.9266
C 1.6273 -5.6546 2.3866
C 1.1934 -3.1956 2.6514
C 0.6583 -1.9658 2.2591
C 0.7961 -0.7280 3.1622
O 0.2507 0.4373 2.7227
C 2.3244 -0.5265 3.4873
F 2.5903 0.7182 3.8775
F 2.7903 -1.3439 4.4718
F 3.0824 -0.7888 2.4148
C 0.0564 -1.0127 4.5061
F 0.3697 -2.1630 5.1316
F 0.2748 -0.0322 5.3974
F -1.2693 -1.0672 4.2834
C -2.0934 0.2917 -1.0572
C -3.4300 0.3783 -1.4496
C -1.0230 1.0237 -1.8731
O 0.2373 1.0850 -1.4096
C -0.9163 0.2772 -3.2456
F -0.0272 0.8926 -4.0613
F -2.0497 0.1521 -3.9562
F -0.4571 -0.9697 -3.0469
C -1.4987 2.5052 -2.1844
F -2.1350 3.0551 -1.1326
F -0.4566 3.2955 -2.4571
F -2.3425 2.6387 -3.2399
H -6.4830 -1.0377 -0.9365
H -5.9164 -0.2318 -2.4074
H -6.3309 0.7221 -0.9860
H -4.8629 -1.7238 0.7541
H -2.5284 -1.8603 1.5092
H -0.8198 -2.9949 -0.5904
H 0.0201 -5.1784 0.1929
H 1.1067 -6.5186 1.9704
H 1.6060 -5.7247 3.4753
H 2.6735 -5.7076 2.0733
H 1.7756 -3.2627 3.5608
H -3.7005 1.0078 -2.2888
C 4.1062 -1.1390 -3.3361
C 2.7947 -1.1398 -2.5483
N 2.9128 -0.4168 -1.2948
C 2.9493 0.9196 -1.1466
S 3.3141 1.5669 0.3822
N 2.8435 1.6671 -2.2685
C 2.6850 3.1220 -2.1919
C 4.0279 3.8394 -2.1515
H 3.9970 -1.7133 -4.2592
H 4.9045 -1.5806 -2.7378
H 4.3940 -0.1179 -3.5864
H 2.4998 -2.1594 -2.3066
H 1.9944 -0.7042 -3.1514
H 2.9665 -0.9332 -0.4334
H 2.2535 1.2412 -2.9709
H 2.1014 3.3712 -1.3057
H 2.1224 3.4263 -3.0742
H 4.5469 3.5941 -1.2267
H 3.8741 4.9203 -2.1966
H 4.6498 3.5410 -2.9989
N -2.3990 1.9552 1.8717
C -2.5691 3.2712 1.7304
N -3.8283 3.7770 1.8274
N -1.5805 4.1298 1.5703
C -0.3823 3.6124 1.4606
N 0.6635 3.1144 1.3760
H -3.1667 1.3102 1.9435
H -1.4575 1.5629 1.8416
H -4.6052 3.1797 1.6067
H -3.9086 4.7418 1.5579
```

Properties
Charge = -1
E_HOMO = -4.02 eV
ΔE to the lowest compared entry with this formula, charge and spin = 23.0 kcal per mole
Strongest force on any atom = 3.0 eV Å⁻¹
HOMO-LUMO gap = 6.43 eV
Multiplicity = 1
Lowest unoccupied orbital energy = 2.41 eV

Mulliken population analysis, charges in e, atoms 1 to 8:
1. Pt 3.6820
2. C -1.5010
3. C 0.4546
4. C -1.2895
5. C -0.1699
6. C 0.2089
7. N -0.3127
8. C -0.0973


Entry 3:
This record from OMol25 describes C27H28F3GeO2S3V as an isolated structure. The level of theory is ωB97M-V/def2-TZVPD.

```
65
Properties=species:S:1:pos:R:3
V 1.5363 -0.9265 -0.0701
C -1.6940 -4.6179 0.1652
C -0.3472 -4.9048 0.8211
S 1.0517 -3.8303 0.4368
C 1.2684 -4.1401 -1.3266
C 0.3471 -3.4022 -2.3073
S 0.1672 -1.6183 -1.9661
C -1.6094 -1.2995 -1.8240
C -2.5636 -2.3492 -1.2763
S -2.3093 -2.9354 0.4195
H -2.4156 -5.3303 0.5732
H -1.6407 -4.8150 -0.9043
H -0.0694 -5.9391 0.5958
H -0.4526 -4.8437 1.9063
H 1.1838 -5.2161 -1.5083
H 2.2992 -3.8591 -1.5433
H -0.6378 -3.8606 -2.3736
H 0.8014 -3.4836 -3.2961
H -1.9827 -1.0224 -2.8145
H -1.6526 -0.4107 -1.1964
H -2.6287 -3.2212 -1.9298
H -3.5524 -1.8855 -1.2952
C 0.3543 -0.2937 1.3335
Ge -0.1878 1.4497 0.9462
C -0.0489 2.8447 2.3593
C -1.0780 3.7226 2.6855
C -0.9328 4.6689 3.6927
C 0.2589 4.7574 4.3952
C 1.2969 3.8857 4.0901
C 1.1368 2.9401 3.0883
C 0.9835 1.9509 -0.5723
C 2.3645 1.8187 -0.3878
C 3.2625 2.0022 -1.4369
C 2.7992 2.3355 -2.6965
C 1.4314 2.4822 -2.9012
C 0.5445 2.2882 -1.8560
C -2.0957 1.6108 0.3604
C -2.6646 2.5435 -0.5032
C -4.0059 2.4825 -0.8623
C -4.8242 1.4895 -0.3429
C -4.2898 0.5667 0.5476
C -2.9459 0.6323 0.8859
H -0.1376 -0.7769 2.1837
H -2.0180 3.6691 2.1463
H -1.7535 5.3380 3.9267
H 0.3772 5.4954 5.1797
H 2.2303 3.9389 4.6386
H 1.9442 2.2450 2.8828
H 2.7543 1.5738 0.5953
H 4.3228 1.8726 -1.2615
H 3.4929 2.4713 -3.5170
H 1.0540 2.7298 -3.8865
H -0.5175 2.3631 -2.0608
H -2.0634 3.3541 -0.9041
H -4.4130 3.2183 -1.5466
H -5.8701 1.4407 -0.6229
H -4.9140 -0.2129 0.9703
H -2.5275 -0.1189 1.5491
F 3.7192 -0.9345 0.9471
C 4.7597 -1.2743 0.1346
F 5.6244 -1.9725 0.8776
F 5.3688 -0.1225 -0.2109
C 4.1910 -2.0406 -1.1049
O 4.8234 -2.9805 -1.5553
O 3.0943 -1.5433 -1.4729
```

Properties
Charge = -1
E_HOMO (spin up / spin down) = -3.07 / -2.31 eV
ΔE to the lowest compared entry with this formula, charge and spin = 0.0 kcal per mole
Strongest force on any atom = 0.6 eV Å⁻¹
HOMO-LUMO gap (spin up / spin down) = 5.36 / 4.60 eV
Multiplicity = 2
Lowest unoccupied orbital energy (spin up / spin down) = 2.29 / 2.29 eV

Mulliken population analysis, charges in e, atoms 1 to 8:
1. V -0.2622
2. C -0.6916
3. C -0.8010
4. S 0.0392
5. C -0.8119
6. C -0.9188
7. S -0.0046
8. C 0.9710